C17H20BCdClN6 as an isolated structure, computed with the ωB97M-V functional and the def2-TZVPD basis.

Geometry as XYZ:
```
46
Properties=species:S:1:pos:R:3:mulliken_charge:R:1
H -0.4095 3.2869 0.7518 0.426
N 0.0261 1.9543 -0.8514 -0.028
B 0.7196 0.9686 -3.1048 0.177
N 0.5751 2.1558 -2.1071 0.046
C 0.8040 3.4710 -2.3032 -0.147
Cd -0.6120 -0.2800 -0.0018 0.822
H 1.2123 3.8128 -3.2436 0.438
C 0.4246 4.1541 -1.1484 -1.065
H 0.4775 5.2083 -0.9722 0.393
C -0.0433 3.1590 -0.2599 -0.248
H 1.1179 1.3418 -4.1683 -0.124
C -2.0354 -2.3312 1.2465 -1.001
H -2.3804 -2.4273 2.2887 0.323
H -1.1312 -2.9460 1.1416 0.272
H -2.8237 -2.7445 0.6004 0.354
N -0.7032 0.3519 -3.1848 0.231
N 1.6154 -0.1536 -2.5157 0.012
N -1.3555 -0.1429 -2.0717 -0.320
N 1.2822 -0.7806 -1.3293 -0.063
C -1.4845 0.2134 -4.2732 -0.077
C 2.6981 -0.7495 -3.0599 -0.119
H -1.1300 0.5493 -5.2364 0.433
H 3.0858 -0.4086 -4.0060 0.445
C -2.6771 -0.3834 -3.8689 -0.994
C 3.1057 -1.7668 -2.1962 -1.094
C -2.5633 -0.5896 -2.4860 -0.126
C 2.2007 -1.7362 -1.1228 -0.229
H -3.5101 -0.6305 -4.5011 0.376
H 3.9353 -2.4325 -2.3250 0.395
H -3.2757 -1.0222 -1.8020 0.368
H 2.1855 -2.3591 -0.2310 0.395
H -1.8858 -1.2161 1.0231 0.163
Cl 0.1298 2.4579 3.7465 -0.242
C 0.0708 0.7851 4.1047 0.490
C -0.3525 0.3804 5.3669 -0.499
C -0.4776 -0.9834 5.6641 -0.445
C -0.1516 -1.9385 4.7000 -0.739
C 0.3373 -1.5420 3.4581 -0.413
C 0.4333 -0.1697 3.1028 0.459
C 0.8550 0.1784 1.7697 -1.712
H -0.5820 1.1330 6.1160 0.399
H -0.8362 -1.2902 6.6464 0.348
H -0.2581 -2.9999 4.9214 0.365
H 0.6245 -2.2945 2.7199 0.438
H 1.1105 1.2279 1.6175 0.571
H 1.6516 -0.4712 1.3845 0.544
```

Summary:
**HOMO level**: -7.165 eV
**Frontier orbital gap**: 7.3888 eV
**E_LUMO**: 0.224 eV
**Spin multiplicity**: 1
**Energy above the lowest of the compared OMol25 structures with the same formula, charge and spin**: 0.0 kJ/mol

C17H20BClMnN6 as an isolated structure, computed with the ωB97M-V functional and the def2-TZVPD basis.

Geometry as XYZ:
```
46
Properties=species:S:1:pos:R:3:lowdin_spin:R:1
H 2.9451 0.3104 0.9388 0.000
N 1.8183 -0.5894 -0.6518 0.046
B 1.1146 -2.0273 -2.6681 0.002
N 2.1729 -1.4956 -1.6528 0.005
C 3.5061 -1.6999 -1.6176 0.009
Mn -0.1547 0.1211 -0.6692 4.711
H 3.9720 -2.3210 -2.3662 0.001
C 4.0313 -0.9843 -0.5379 0.003
H 5.0614 -0.9403 -0.2318 0.000
C 2.9432 -0.3184 0.0553 0.014
H 1.5888 -2.8537 -3.3865 0.000
C -2.9495 2.5586 0.2019 0.008
H -3.3426 3.2419 0.9697 0.001
H -3.3143 1.5401 0.3936 0.002
H -3.3058 2.9121 -0.7761 0.000
N 0.6138 -0.7715 -3.4182 0.005
N -0.1276 -2.5877 -1.9121 0.006
N 0.0337 0.2895 -2.7277 0.038
N -0.7661 -1.8558 -0.9105 0.048
C 0.6661 -0.4898 -4.7298 0.011
C -0.7931 -3.7408 -2.1069 0.010
H 1.0920 -1.2134 -5.4017 0.001
H -0.4838 -4.4022 -2.9015 0.001
C 0.1153 0.7763 -4.9238 0.004
C -1.8227 -3.8185 -1.1748 0.004
C -0.2630 1.2380 -3.6515 0.019
C -1.7619 -2.6354 -0.4212 0.017
H 0.0220 1.2854 -5.8613 0.000
H -2.5264 -4.6270 -1.0636 0.000
H -0.7070 2.1848 -3.3818 0.002
H -2.3682 -2.3407 0.4274 0.001
H -1.8461 2.5624 0.2199 0.005
Cl 2.4320 1.3232 3.6689 0.001
C 0.8017 1.5468 4.1149 0.001
C 0.5049 1.9542 5.4032 0.000
C -0.8398 2.0952 5.8009 0.003
C -1.8694 1.7704 4.9050 0.000
C -1.5819 1.3687 3.6096 0.003
C -0.2314 1.3503 3.1200 0.000
C 0.0697 1.2162 1.7556 0.006
H 1.3176 2.1481 6.1012 0.000
H -1.0605 2.4342 6.8131 0.000
H -2.9078 1.8307 5.2447 0.000
H -2.3814 1.0742 2.9231 0.000
H -0.3956 1.8867 1.0258 0.009
H 0.9780 0.6932 1.4519 0.004
```

Summary:
**HOMO level (spin up / spin down)**: -5.826 / -5.925 eV
**Frontier orbital gap (spin up / spin down)**: 6.1478 / 5.8957 eV
**E_LUMO (spin up / spin down)**: 0.321 / -0.029 eV
**Spin multiplicity**: 6

C17H20BClN4O3PdS2SbSe4 as an isolated structure, computed with the ωB97M-V functional and the def2-TZVPD basis.

Geometry as XYZ:
```
54
Properties=species:S:1:pos:R:3:mulliken_charge:R:1
Pd 0.2686 0.2633 0.2859 1.842
Se 4.0972 -3.9906 -1.1005 -0.621
Sb 1.8072 -4.6092 -0.7121 0.263
Se 1.0720 -1.2371 -1.3031 -0.306
Se 1.0693 -2.1432 0.8376 -0.524
Se 1.3742 -6.4746 0.7645 -0.648
C -1.6010 -4.3400 -0.1067 -1.083
N -2.1764 -3.0023 0.0588 0.242
C -3.0632 -2.6931 1.0437 -0.428
C -3.3785 -1.3806 0.8842 -0.783
N -2.6929 -0.8907 -0.1863 0.361
B -2.8035 0.7032 -0.4113 0.157
N -2.4324 1.1219 -1.8501 0.217
C -3.2585 0.9276 -2.9423 -0.545
C -2.5782 1.2605 -4.0560 -0.562
N -1.3172 1.6665 -3.6474 0.217
C -0.2215 1.9798 -4.5445 -0.977
C -1.2301 1.5516 -2.2942 -0.067
S 0.1731 1.9422 -1.4115 -0.394
C -1.9417 -1.8838 -0.6619 0.279
S -0.8992 -1.8805 -2.0597 -0.245
H -0.8571 -4.5404 0.6685 0.289
H -1.1193 -4.4167 -1.0752 0.369
H -2.4065 -5.0684 -0.0404 0.335
H -3.3780 -3.4188 1.7709 0.504
H -4.0149 -0.7413 1.4682 0.467
H -2.1015 1.2411 0.3836 -0.041
H -3.9739 0.9440 -0.2372 -0.205
H -4.2707 0.5881 -2.8173 0.461
H -2.8682 1.2707 -5.0906 0.480
H -0.5248 2.7606 -5.2405 0.332
H 0.0732 1.0900 -5.1013 0.331
H 0.6228 2.3287 -3.9565 0.334
C 4.1157 -0.1257 1.4562 -1.529
C 3.2936 1.1323 1.3453 1.233
C 3.5751 2.0580 0.3511 -0.491
C 2.8644 3.2435 0.2576 0.256
Cl 3.2477 4.3794 -1.0118 -0.261
C 1.8527 3.5291 1.1505 -0.873
C 1.5460 2.6127 2.1476 -0.231
C 2.2530 1.4143 2.2507 0.017
O 2.0062 0.4840 3.2033 -0.497
C 0.9178 0.7184 4.0876 -0.720
C -0.4966 0.7843 3.4747 0.367
O -1.3622 1.1999 4.2418 -0.745
O -0.6742 0.3520 2.2925 -0.487
H 5.1420 0.1188 1.7388 0.378
H 4.1519 -0.6647 0.5073 0.301
H 3.7071 -0.8019 2.2005 0.307
H 4.3654 1.8483 -0.3595 0.454
H 1.2899 4.4481 1.0627 0.398
H 0.7455 2.8426 2.8363 0.311
H 1.0841 1.6260 4.6734 0.384
H 0.9264 -0.1277 4.7741 0.377
```

Summary:
**HOMO level (spin up / spin down)**: -4.110 / -4.110 eV
**Frontier orbital gap (spin up / spin down)**: 4.6700 / 4.6680 eV
**E_LUMO (spin up / spin down)**: 0.560 / 0.558 eV
**Total charge**: -1
**Spin multiplicity**: 1
**Energy above the lowest of the compared OMol25 structures with the same formula, charge and spin**: 154.0 kJ/mol

C17H20BeBr2F6N2O2S as an isolated structure, computed with the ωB97M-V functional and the def2-TZVPD basis.

Geometry as XYZ:
```
51
Properties=species:S:1:pos:R:3:mulliken_charge:R:1
Be 0.2864 0.4281 0.6838 -0.343
C 5.3463 0.0159 -1.6796 -1.038
C 5.0618 0.5157 -0.2687 -0.935
N 4.1652 1.6732 -0.2531 0.191
C 4.8226 2.9876 -0.2918 -0.696
C 5.0860 3.5396 1.1013 -1.135
C 2.8314 1.5640 -0.1791 0.387
S 2.1284 -0.0140 -0.2546 -0.314
N 2.1758 2.7453 -0.1432 -0.169
C 0.9068 2.8749 0.1629 0.149
O 0.1195 1.9638 0.5870 -0.262
C 0.3077 4.2321 0.0490 0.565
C -1.0669 4.3884 0.2080 -0.506
C -1.6416 5.6442 0.0884 -0.735
C -0.8437 6.7502 -0.1739 -0.364
C 0.5302 6.5999 -0.3173 -0.704
C 1.1054 5.3438 -0.2075 -0.118
H 6.0708 -0.8002 -1.6485 0.394
H 5.7567 0.8146 -2.3030 0.311
H 4.4301 -0.3511 -2.1430 0.284
H 5.9871 0.8305 0.2142 0.411
H 4.6240 -0.2756 0.3333 0.485
H 4.1956 3.6701 -0.8548 0.406
H 5.7576 2.8554 -0.8364 0.444
H 4.1424 3.6899 1.6256 0.259
H 5.6043 4.4985 1.0374 0.376
H 5.7058 2.8572 1.6863 0.367
H -1.6730 3.5194 0.4278 0.525
H -2.7121 5.7616 0.2035 0.399
H -1.2920 7.7330 -0.2596 0.383
H 1.1522 7.4636 -0.5174 0.406
H 2.1728 5.2060 -0.3229 0.339
Br -1.5911 -0.2974 -0.8515 -0.096
C -1.9356 -1.9659 0.0714 -0.217
Br -0.5377 -3.2475 -0.1962 -0.103
H -2.8574 -2.3605 -0.3264 0.493
H -1.9852 -1.7219 1.1227 -0.066
C 1.0806 0.5177 3.7021 -1.910
C -0.1172 -0.2900 3.2019 1.220
O -0.1412 -0.4328 1.8452 0.092
C -1.4245 0.4100 3.6592 0.401
F -1.5095 0.5464 4.9910 -0.276
F -1.4795 1.6418 3.1269 -0.178
F -2.5207 -0.2476 3.2475 -0.271
C -0.0300 -1.7206 3.7831 0.643
F -0.0936 -1.7425 5.1238 -0.273
F -1.0042 -2.5184 3.3178 -0.229
F 1.1385 -2.2755 3.4261 -0.247
H 1.0068 1.5349 3.3160 0.368
H 1.9908 0.0585 3.3198 0.439
H 1.1182 0.5518 4.7918 0.452
```

Summary:
**HOMO level**: -9.081 eV
**Frontier orbital gap**: 8.9351 eV
**E_LUMO**: -0.145 eV
**Spin multiplicity**: 1

C17H20CdN7OS5 as an isolated structure, computed with the ωB97M-V functional and the def2-TZVPD basis.

Geometry as XYZ:
```
51
Properties=species:S:1:pos:R:3:mulliken_charge:R:1
Cd -0.3551 -0.0737 -0.5936 1.530
C -0.0526 0.7991 2.9569 -0.941
C 0.0335 2.0852 2.1125 -0.770
N 0.8220 1.8814 0.9125 0.041
C 2.2485 2.0937 1.0129 -1.037
C 3.0146 0.9348 1.6498 -0.621
S 2.5959 -0.6995 0.9259 -0.117
C 1.8474 -1.5585 2.3562 -0.865
C 0.3186 -1.5955 2.3876 -0.578
N -0.3026 -0.3247 2.0721 0.437
H -0.8449 0.9228 3.7133 0.396
H 0.8846 0.6401 3.4942 0.305
H 0.4292 2.9059 2.7364 0.382
H -0.9759 2.3453 1.7851 0.243
H 0.4496 2.4870 0.1844 0.211
H 2.4870 3.0054 1.5939 0.340
H 2.6203 2.2200 -0.0049 0.422
H 2.8444 0.8771 2.7235 0.271
H 4.0824 1.0798 1.4748 0.492
H 2.2608 -1.1001 3.2540 0.452
H 2.2188 -2.5815 2.2922 0.468
H 0.0230 -1.9860 3.3831 0.313
H -0.0212 -2.2957 1.6213 0.231
H -1.3012 -0.4577 1.9437 -0.074
O -3.0502 2.9724 -6.0568 -0.614
C -2.4564 2.6170 -5.0738 0.573
S -0.9618 1.6863 -5.0987 -0.193
C -0.7211 1.5674 -3.3454 -0.063
C -1.6651 2.1635 -2.5814 0.011
S -1.7619 2.1354 -0.8649 -0.608
S -2.9761 2.9857 -3.4343 -0.204
S 0.6628 0.6871 -2.7955 -0.577
C -4.2283 0.7445 1.1017 -0.773
C -3.8684 -0.6790 0.9049 0.258
N -2.7895 -1.1472 0.3263 0.002
C -2.8891 -2.5075 0.3515 -0.430
C -4.0444 -2.8719 0.9710 -0.738
N -4.6618 -1.7009 1.3259 -0.032
H -3.4781 1.3710 0.6196 -0.171
H -4.2809 0.9887 2.1644 0.276
H -5.1966 0.9538 0.6447 0.446
H -2.1246 -3.1182 -0.0827 0.447
H -4.4672 -3.8284 1.1985 0.430
H -5.5550 -1.6158 1.7840 0.189
N 0.1255 -2.2879 -0.6924 0.057
C 0.6738 -3.1565 -1.2489 0.031
C 1.2584 -4.2419 -1.8277 -0.043
C 2.6168 -4.5036 -1.6624 0.101
N 3.7336 -4.7616 -1.5295 -0.529
C 0.4991 -5.1157 -2.6036 0.169
N -0.1256 -5.8595 -3.2269 -0.545
```

Summary:
**HOMO level**: -4.054 eV
**Frontier orbital gap**: 6.1277 eV
**E_LUMO**: 2.073 eV
**Total charge**: -1
**Spin multiplicity**: 1
**Energy above the lowest of the compared OMol25 structures with the same formula, charge and spin**: 23.9 kJ/mol

C17H20CuN8S as an isolated structure, computed with the ωB97M-V functional and the def2-TZVPD basis.

Geometry as XYZ:
```
47
Properties=species:S:1:pos:R:3:lowdin_spin:R:1
Cu 0.6655 0.2094 0.2603 0.026
C 0.1382 -4.1089 -2.0416 0.000
N -0.8526 -3.4738 -1.0029 0.000
C -2.2216 -3.7821 -0.9275 0.000
C -2.6657 -3.0828 0.1258 0.000
N -1.5896 -2.2489 0.6079 0.000
C -0.4577 -2.5375 -0.1116 0.001
S 1.1032 -1.9216 0.0022 0.005
C -1.6659 -1.4390 1.8047 0.000
C -2.1158 -1.9544 2.9908 0.000
C -2.3978 -1.0748 4.0191 0.000
C -2.1598 0.2743 3.8443 0.000
C -1.6581 0.6590 2.5998 0.000
N -1.5192 -0.1658 1.5788 0.000
H -0.3589 -4.9925 -2.4611 0.000
H 1.0089 -4.3651 -1.4365 0.000
H 0.3806 -3.2822 -2.7331 0.000
H -2.6837 -4.3960 -1.6387 0.000
H -3.6351 -2.8139 0.4845 0.000
H -2.1527 -3.0263 3.0858 0.000
H -2.6000 -1.4253 5.0658 0.000
H -2.3345 1.0339 4.5874 0.000
H -1.4228 1.7351 2.4425 0.000
N 1.5398 1.2406 1.8058 0.140
C 1.6014 1.4402 2.9388 0.021
C 1.9019 1.8305 4.2817 0.318
C 0.8378 1.9565 5.2003 0.031
N -0.0182 1.9761 5.9466 0.175
C 3.2422 1.8948 4.6621 0.014
N 4.4236 1.8859 4.7914 0.269
N 1.3734 2.5242 -4.1004 0.000
C 0.5749 3.2956 -3.0890 0.000
C 0.8360 2.7664 -1.6998 0.000
N 0.6653 1.3111 -1.6488 0.000
C 1.5451 0.6087 -2.6085 0.000
C 1.2172 1.0624 -3.9951 0.000
H 2.3539 2.7219 -3.9215 0.000
H 1.0628 2.8924 -5.0323 0.000
H -0.4825 3.1896 -3.3524 0.000
H 0.8095 4.3975 -3.2528 0.000
H 0.1687 3.2032 -0.9731 0.000
H 1.8701 3.0024 -1.4993 0.000
H -0.3376 1.1199 -1.7252 0.000
H 1.4529 -0.4552 -2.5321 0.000
H 2.5022 0.8713 -2.2343 0.000
H 0.2339 0.7847 -4.2858 0.000
H 1.8210 0.6587 -4.8228 0.000
```

Summary:
**HOMO level (spin up / spin down)**: -13.449 / -13.439 eV
**Frontier orbital gap (spin up / spin down)**: 7.9686 / 4.9846 eV
**E_LUMO (spin up / spin down)**: -5.480 / -8.454 eV
**Total charge**: +2
**Spin multiplicity**: 2
**Energy above the lowest of the compared OMol25 structures with the same formula, charge and spin**: 41.2 kJ/mol

Which value of spin multiplicity does entry 6 give?
2